(1)
C5H11N | ωB97M-V/def2-TZVPD

Calculated values
Spin multiplicity: 2
Frontier orbital gap (alpha / beta) (eV): 3.23 / 6.44
Net charge: -1
Molar mass (g mol⁻¹): 85.15
<S²>: 0.756

Last column: Löwdin spin population.
CARTESIAN COORDINATES (ANGSTROEM)
C -1.9214 0.1795 -1.5491  0.0273
C -0.4937 0.6088 -1.2204  0.0249
C 0.0898 0.2307 0.1246  0.1899
C 1.3806 -0.3250 0.0852  0.3155
N 2.1365 -0.3978 1.3150  0.0765
C -0.8873 -0.1522 1.2329  0.1314
H -2.2125 0.5656 -2.5266  0.0013
H -2.6063 0.6616 -0.8595  0.0075
H -2.0656 -0.8967 -1.4471  0.0121
H -0.4624 1.6939 -1.3967  0.0079
H 0.1977 0.1623 -1.9280  0.0134
H 1.8153 -0.9530 -0.7027  0.0751
H 1.6840 -0.0840 2.1520  0.0201
H 3.1029 -0.1071 1.2247  0.0363
H -1.7886 -0.6647 0.8628  0.0353
H -0.3475 -0.6911 2.0082  0.0160
H -1.2447 0.6959 1.7616  0.0097


(2)
C5H11N | ωB97M-V/def2-TZVPD

Calculated values
Spin multiplicity: 2
Frontier orbital gap (alpha / beta) (eV): 2.77 / 8.04
Net charge: -1
Molar mass (g mol⁻¹): 85.15
<S²>: 0.750

Last column: Löwdin spin population.
CARTESIAN COORDINATES (ANGSTROEM)
C -1.7369 -0.7310 -1.6461  0.3241
N -0.6286 -1.1387 -0.7913  0.0244
C 0.1231 -0.2065 -0.0538  0.0620
C 0.9591 -0.6088 0.9147  0.0513
C 1.7603 0.2842 1.8294  0.0297
C 0.0254 1.2547 -0.4128  0.1582
H -1.9058 -1.5233 -2.3824  0.0494
H -2.6631 -0.4976 -1.1074  0.0758
H -1.5023 0.1440 -2.2448  0.0451
H -1.0047 -1.8257 -0.1448  0.0457
H 0.7892 -1.6004 1.3508  0.0113
H 2.0593 1.1976 1.3265  0.0050
H 1.1544 0.5434 2.7056  0.0088
H 2.6303 -0.2306 2.2462  0.0029
H -0.1814 1.3822 -1.4773  0.0379
H 0.9226 1.8396 -0.2493  0.0156
H -0.8010 1.7167 0.1368  0.0528


(3)
C5H11N | ωB97M-V/def2-TZVPD

Calculated values
Spin multiplicity: 2
Frontier orbital gap (alpha / beta) (eV): 2.67 / 9.08
Net charge: -1
Molar mass (g mol⁻¹): 85.15
<S²>: 0.750

Last column: Löwdin spin population.
CARTESIAN COORDINATES (ANGSTROEM)
C -0.7595 -0.1582 1.9228  0.1565
N 0.1949 -0.3242 0.8079  0.0073
C -0.4166 -1.0048 -0.3300  0.1204
C 0.3856 -0.6305 -1.5513  0.1058
C 0.4992 0.8626 -1.2615  0.1144
C 0.7784 0.9382 0.2773  0.0988
H -1.1074 -1.0557 2.5540  0.0322
H -0.1918 0.3520 2.6961  0.0205
H -1.6149 0.4213 1.5573  0.0463
H -1.4343 -0.5767 -0.4440  0.0474
H -0.4204 -2.1036 -0.2382  0.0422
H 1.2655 -1.2755 -1.6173  0.0223
H -0.2484 -0.7627 -2.3822  0.0410
H 1.3918 1.2563 -1.8880  0.0342
H -0.3858 1.4307 -1.4912  0.0487
H 0.1922 1.6329 0.9034  0.0322
H 1.8714 0.9980 0.4849  0.0298


(2) ends up most stable, edging out the next structure by 43.5 kJ/mol.


(1)
C2H3ClOS | ωB97M-V/def2-TZVPD

Calculated values
Spin multiplicity: 1
Frontier orbital gap (eV): 10.12
Structure (SMILES): O=C(S)CCl
Molar mass (g mol⁻¹): 110.57

Last column: Löwdin charge in e.
CARTESIAN COORDINATES (ANGSTROEM)
O 0.9463 0.5011 -1.5427  0.1384
C 0.4442 0.3830 -0.5499  -0.6239
S 0.8274 1.2478 1.3399  0.4824
C -0.7650 -0.6540 -0.0709  -0.6208
Cl -1.7865 -1.3804 -1.3195  0.5320
H 2.3678 1.4054 1.2008  -0.0635
H -0.4677 -1.5700 0.4683  0.0574
H -1.5664 0.0670 0.4740  0.0980


(2)
C2H3ClOS | ωB97M-V/def2-TZVPD

Calculated values
Spin multiplicity: 1
Frontier orbital gap (eV): 9.10
Structure (SMILES): C=C=O.SCl
Molar mass (g mol⁻¹): 110.56

Last column: Löwdin charge in e.
CARTESIAN COORDINATES (ANGSTROEM)
C 0.7446 -0.8935 -0.2499  -0.0326
C -0.1348 -1.8345 0.0022  -0.2969
O -0.8751 -2.7418 0.1293  0.1688
H 0.6535 0.0372 0.3918  0.0807
H 1.4419 -0.7387 -1.0631  0.0766
S -2.1225 0.9231 0.1980  0.2294
Cl -3.7703 -0.3040 -0.1112  -0.0081
H -1.1138 0.0077 -0.2028  -0.2179


(2) ends up most stable, edging out the next structure by 8.0 kJ/mol.


(1)
C3H9S2 | ωB97M-V/def2-TZVPD

Calculated values
Spin multiplicity: 1
Frontier orbital gap (eV): 6.63
Net charge: -1
Molar mass (g mol⁻¹): 109.24

Last column: Löwdin charge in e.
CARTESIAN COORDINATES (ANGSTROEM)
C 1.3758 -1.0117 1.8968  -0.5483
S 1.0308 0.7168 1.3939  0.4467
H 0.3698 -1.4358 1.8936  -0.0149
H 1.8811 -1.4844 1.0477  0.0004
H 1.8499 -1.4721 2.7657  0.0126
C -0.1844 1.0724 -2.1284  -0.2325
C -0.2862 -0.3757 -1.6344  -0.7579
S -1.6010 -0.5342 -0.3468  0.2065
H -1.0831 1.1903 -2.7323  0.0481
H 0.7091 1.1758 -2.7587  0.0497
H -0.0180 1.7705 -1.3143  0.0344
H -0.4772 -1.0753 -2.4469  0.0277
H 0.6202 -0.6564 -1.0932  -0.0002
H -0.2112 0.2876 0.8001  -0.2723


(2)
C3H9S2 | ωB97M-V/def2-TZVPD

Calculated values
Spin multiplicity: 1
Frontier orbital gap (eV): 5.71
Net charge: -1
Molar mass (g mol⁻¹): 109.24

Last column: Löwdin charge in e.
CARTESIAN COORDINATES (ANGSTROEM)
C -2.3395 -1.1457 -0.1948  -0.6554
S -1.7435 0.3951 0.6795  0.0868
H -1.4077 -1.5864 -0.4428  -0.0580
H -2.7761 -1.7330 0.5977  -0.0430
H -3.0173 -0.9658 -1.1294  0.0235
C 1.1553 1.3869 -1.0432  -0.5064
S 2.3927 0.5207 -0.1456  0.6833
C 1.4334 -0.2417 1.1536  -0.5006
H 0.8672 2.1929 -0.4681  -0.0117
H 0.3059 0.7940 -1.3328  -0.0072
H 1.5498 1.6978 -2.0709  0.0521
H 1.3645 0.3400 2.0923  0.0377
H 0.4387 -0.3846 0.9019  -0.1356
H 1.7767 -1.2703 1.4026  0.0344


(3)
C3H9S2 | ωB97M-V/def2-TZVPD

Calculated values
Spin multiplicity: 1
Frontier orbital gap (eV): 6.01
Net charge: -1
Molar mass (g mol⁻¹): 109.24

Last column: Löwdin charge in e.
CARTESIAN COORDINATES (ANGSTROEM)
C 1.5128 2.2225 0.9442  -0.4637
S 0.6299 0.9311 1.9934  0.4676
H 1.9373 1.8030 0.0237  0.0107
H 0.9128 3.1114 0.6874  0.0150
H 2.3091 2.4965 1.6146  -0.0155
C -2.3200 -1.0683 -1.3992  -0.2438
C -0.8952 -0.8303 -1.9278  -0.8826
S 0.3533 -1.1329 -0.7316  0.2026
H -2.5855 -2.1123 -1.6131  0.0449
H -3.0748 -0.3267 -1.7103  0.0483
H -2.4116 -1.1993 -0.3114  0.0318
H -0.7765 -1.5064 -2.7998  0.0211
H -0.7704 0.1508 -2.4216  0.0248
H 0.0370 -0.2138 1.5372  -0.2612


(1) ends up most stable, edging out the next structure by 53.4 kJ/mol.